# 1
201
Properties=species:S:1:pos:R:3 method="wB97M-V/def2-TZVPD" energy_ha=-9344.89546 charge=0 mol_weight_g_mol=1621.95 e_lumo_ev=-0.23 gap_ev=9.7
C -6.28 -0.57 -3.62
O -5.70 -0.22 -2.40
P -6.69 -0.02 -1.12
O -7.25 -1.28 -0.54
O -5.84 0.93 -0.09
C -4.84 0.35 0.74
O -7.78 1.04 -1.77
C -8.65 1.84 -0.96
H -7.36 -0.47 -3.71
H -5.89 -1.58 -3.72
H -5.84 0.07 -4.39
H -5.04 -0.68 1.03
H -4.65 0.93 1.65
H -3.92 0.08 0.22
H -8.80 2.82 -1.40
H -8.32 1.92 0.07
H -9.63 1.39 -0.81
C 4.16 -1.97 2.08
O 4.60 -1.68 3.38
P 6.12 -1.75 3.94
O 6.61 -3.11 4.34
O 6.04 -0.68 5.17
C 4.87 -0.46 5.94
O 6.94 -0.94 2.76
C 7.89 -0.01 3.12
H 4.93 -2.47 1.49
H 3.88 -1.01 1.64
H 3.23 -2.54 2.13
H 5.25 -0.86 6.88
H 4.05 -1.03 5.50
H 4.51 0.54 6.17
H 8.64 -0.02 2.32
H 8.41 -0.22 4.06
H 7.46 0.99 3.07
C 2.37 6.54 -5.28
O 2.69 6.43 -3.93
P 1.59 6.42 -2.71
O 0.81 7.66 -2.50
O 2.55 6.04 -1.47
C 3.10 6.98 -0.57
O 0.71 5.10 -2.98
C -0.24 4.70 -2.05
H 1.35 6.27 -5.52
H 3.01 5.90 -5.89
H 2.57 7.55 -5.64
H 4.17 6.95 -0.77
H 2.84 6.66 0.44
H 2.74 8.00 -0.72
H 0.30 4.02 -1.40
H -0.99 4.07 -2.53
H -0.62 5.48 -1.39
C -5.07 -3.90 0.17
C -5.13 -3.72 -1.36
C -4.20 -4.79 -2.00
S -2.85 -5.05 -0.78
O -1.68 -4.27 -1.22
O -2.67 -6.47 -0.55
C -3.61 -4.15 0.61
H -5.71 -4.71 0.49
H -5.52 -3.03 0.65
H -4.91 -2.69 -1.62
H -6.14 -3.83 -1.75
H -3.76 -4.35 -2.89
H -4.68 -5.74 -2.21
H -3.11 -3.21 0.84
H -3.54 -4.81 1.48
C 0.98 -2.73 5.24
C 0.07 -2.12 6.32
C -1.41 -2.41 5.80
S -1.36 -2.34 3.92
O -2.05 -1.11 3.42
O -1.81 -3.55 3.32
C 0.53 -2.24 3.83
H 1.05 -3.81 5.38
H 1.99 -2.34 5.37
H 0.31 -1.06 6.39
H 0.13 -2.57 7.31
H -2.25 -1.81 6.17
H -1.63 -3.42 6.15
H 0.88 -1.23 3.66
H 0.91 -2.81 2.98
C 5.04 2.33 -2.03
C 5.27 1.41 -3.30
C 3.79 0.99 -3.81
S 2.81 2.57 -3.75
O 1.51 2.27 -3.26
O 3.04 3.37 -4.96
C 3.92 3.29 -2.39
H 5.94 2.88 -1.72
H 4.75 1.76 -1.15
H 5.98 0.63 -3.03
H 5.66 2.13 -4.02
H 3.34 0.25 -3.16
H 3.62 0.65 -4.83
H 3.25 3.52 -1.56
H 4.31 4.18 -2.90
C -3.51 3.85 -0.26
C -3.85 3.89 -1.78
C -5.36 3.96 -1.93
S -5.97 4.87 -0.50
O -7.04 4.15 0.17
O -6.27 6.24 -0.89
C -4.39 4.83 0.46
H -2.46 4.03 -0.06
H -3.67 2.89 0.22
H -3.40 2.96 -2.13
H -3.42 4.76 -2.26
H -5.80 2.97 -1.81
H -5.81 4.42 -2.81
H -4.54 4.79 1.54
H -4.02 5.83 0.25
C -0.25 -7.46 1.44
C -0.20 -6.49 2.63
C 1.18 -5.92 2.82
S 1.96 -5.86 1.19
O 3.19 -6.70 1.27
O 2.01 -4.45 0.77
C 0.66 -6.80 0.30
H -1.30 -7.63 1.18
H 0.15 -8.38 1.86
H -0.61 -6.91 3.54
H -0.77 -5.56 2.55
H 1.73 -6.74 3.30
H 1.41 -5.04 3.41
H 1.08 -7.54 -0.38
H 0.02 -6.09 -0.21
C -0.50 -0.86 0.62
C -1.19 0.26 -0.23
C -0.05 1.04 -0.83
S 1.14 -0.19 -1.32
O 2.43 0.23 -0.81
O 0.96 -0.59 -2.74
C 0.50 -1.54 -0.31
H -1.17 -1.64 0.99
H -0.10 -0.31 1.47
H -1.72 1.04 0.31
H -1.81 -0.15 -1.03
H 0.46 1.42 0.07
H -0.21 1.79 -1.60
H 1.34 -1.93 0.26
H 0.10 -2.37 -0.89
C -1.14 2.84 5.68
C -2.33 3.81 5.45
C -2.35 4.29 3.99
S -1.51 2.95 3.03
O -0.37 3.64 2.41
O -2.51 2.18 2.35
C -1.05 1.89 4.44
H -1.38 2.30 6.59
H -0.21 3.40 5.82
H -2.45 4.71 6.05
H -3.14 3.13 5.70
H -1.83 5.24 3.86
H -3.34 4.27 3.54
H -0.09 1.40 4.29
H -1.92 1.23 4.46
C -1.77 -1.91 -3.99
C -2.26 -0.49 -3.97
C -2.27 -0.06 -5.42
S -3.09 -1.36 -6.27
O -2.40 -1.59 -7.51
O -4.57 -1.33 -6.18
C -2.58 -2.68 -5.03
H -1.88 -2.34 -3.00
H -0.69 -1.90 -4.14
H -1.65 0.21 -3.41
H -3.25 -0.39 -3.52
H -1.28 -0.11 -5.89
H -2.72 0.89 -5.69
H -1.98 -3.46 -5.50
H -3.51 -3.07 -4.62
C 4.93 2.31 2.00
C 4.31 3.60 1.40
C 2.81 3.53 1.63
S 2.49 2.53 3.12
O 1.81 1.28 2.77
O 2.10 3.37 4.26
C 4.28 2.09 3.40
H 6.01 2.42 1.97
H 4.74 1.39 1.45
H 4.66 3.87 0.40
H 4.65 4.41 2.05
H 2.40 2.86 0.87
H 2.17 4.40 1.57
H 4.23 1.12 3.88
H 4.67 2.73 4.19
C 3.65 -4.05 -2.26
C 4.24 -2.87 -3.07
C 3.39 -2.84 -4.34
S 3.10 -4.59 -4.92
O 4.07 -4.93 -5.95
O 1.67 -4.72 -5.19
C 3.64 -5.24 -3.23
H 2.63 -3.90 -1.89
H 4.27 -4.24 -1.39
H 5.25 -3.17 -3.34
H 4.32 -1.92 -2.56
H 3.75 -2.27 -5.19
H 2.43 -2.37 -4.12
H 4.70 -5.45 -3.32
H 3.17 -6.20 -3.01


# 2
177
Properties=species:S:1:pos:R:3 method="wB97M-V/def2-TZVPD" energy_ha=-7975.04692 charge=+2 mol_weight_g_mol=1164.26 e_lumo_ev=-3.75 gap_ev=9.5
F -0.08 -3.04 -1.69
C 5.07 -5.30 1.19
C 4.08 -6.01 0.23
C 2.85 -6.64 0.85
N 1.62 -6.94 -0.07
C 0.59 -7.78 0.71
C -0.64 -8.01 -0.04
C -1.23 -6.70 -0.54
C -0.27 -5.85 -1.38
C 1.05 -5.66 -0.62
C 2.18 -7.72 -1.18
H 5.39 -5.93 2.03
H 4.54 -4.45 1.61
H 5.97 -5.06 0.63
H 4.63 -6.75 -0.38
H 3.67 -5.18 -0.38
H 2.52 -5.91 1.64
H 3.07 -7.62 1.28
H 0.33 -7.16 1.55
H 1.17 -8.69 0.96
H -1.25 -8.70 0.52
H -0.43 -8.56 -0.93
H -1.67 -6.17 0.35
H -2.07 -7.02 -1.11
H -0.59 -4.82 -1.60
H -0.14 -6.37 -2.28
H 0.79 -5.09 0.28
H 1.76 -5.14 -1.23
H 2.71 -8.61 -0.92
H 2.91 -7.09 -1.65
H 1.48 -7.90 -2.03
C 2.12 -1.71 0.15
C 2.83 -1.98 -1.17
C 2.33 -1.04 -2.31
N 2.92 -1.44 -3.59
C 2.06 -0.77 -4.68
C 2.16 0.75 -4.68
C 3.62 1.11 -4.72
C 4.54 0.38 -3.70
C 4.38 -1.11 -3.83
C 2.72 -2.93 -3.79
H 1.06 -1.72 -0.09
H 2.31 -0.76 0.58
H 2.32 -2.58 0.81
H 2.69 -3.01 -1.40
H 3.85 -1.83 -0.97
H 2.64 -0.05 -1.98
H 1.29 -1.15 -2.45
H 1.01 -1.13 -4.41
H 2.37 -1.12 -5.69
H 1.60 1.10 -3.80
H 1.59 1.09 -5.51
H 3.84 2.15 -4.56
H 4.11 0.86 -5.64
H 4.50 0.77 -2.69
H 5.53 0.57 -4.10
H 4.98 -1.69 -3.12
H 4.62 -1.50 -4.84
H 2.71 -3.13 -4.86
H 1.97 -3.31 -3.13
H 3.68 -3.37 -3.54
C 0.95 2.82 4.72
C 0.35 1.64 5.57
C 0.40 0.44 4.74
N -0.18 -0.81 5.31
C 0.08 -1.91 4.30
C -0.49 -3.24 4.66
C 0.11 -3.79 5.95
C 0.04 -2.66 7.05
C 0.46 -1.21 6.67
C -1.65 -0.66 5.47
H 0.27 3.17 3.95
H 1.84 2.46 4.27
H 1.17 3.54 5.48
H -0.66 1.85 5.87
H 1.04 1.37 6.41
H 1.41 0.21 4.44
H -0.18 0.47 3.83
H 1.17 -1.97 4.31
H -0.37 -1.56 3.34
H -0.35 -3.93 3.83
H -1.56 -3.14 4.85
H 1.19 -3.97 5.76
H -0.42 -4.72 6.26
H 0.74 -2.83 7.88
H -0.96 -2.65 7.42
H 1.46 -1.04 6.54
H 0.07 -0.51 7.45
H -2.10 -1.62 5.69
H -2.04 -0.26 4.56
H -1.85 0.06 6.26
C -3.96 9.97 -1.50
C -3.73 8.82 -0.48
C -2.39 8.12 -0.80
C -1.86 7.05 0.13
N -0.46 6.46 -0.14
C -0.24 5.27 0.76
C 0.08 5.82 2.15
C 0.64 7.29 1.84
C 0.69 7.34 0.30
C -0.36 6.10 -1.60
C 0.13 7.23 -2.50
C 0.06 6.78 -3.96
H -3.47 10.91 -1.19
H -5.04 10.22 -1.67
H -3.69 9.68 -2.49
H -4.55 8.08 -0.44
H -3.62 9.22 0.51
H -1.63 8.86 -0.88
H -2.47 7.56 -1.78
H -2.57 6.23 0.20
H -1.85 7.42 1.15
H 0.69 4.74 0.42
H -1.05 4.59 0.72
H 0.88 5.39 2.73
H -0.80 5.88 2.77
H 1.54 7.25 2.35
H -0.06 8.01 2.20
H 1.60 6.82 0.09
H 0.60 8.29 -0.13
H -1.34 5.85 -1.93
H 0.30 5.24 -1.63
H 1.15 7.53 -2.30
H -0.40 8.14 -2.39
H 0.58 7.53 -4.62
H -1.01 6.67 -4.24
H 0.64 5.87 -4.17
C -1.24 2.55 -2.27
C -0.66 1.17 -2.88
C -1.77 0.12 -2.78
C -1.81 -0.41 -1.38
N -3.03 -1.33 -1.11
C -4.33 -0.49 -1.15
C -5.08 -0.81 0.16
C -4.30 -1.94 0.89
C -2.85 -1.79 0.34
C -3.09 -2.53 -2.06
C -3.90 -3.85 -1.76
C -3.59 -4.90 -2.83
H -0.78 3.24 -3.04
H -0.87 2.77 -1.29
H -2.38 2.55 -2.22
H 0.24 0.88 -2.25
H -0.26 1.27 -3.87
H -1.62 -0.71 -3.48
H -2.72 0.53 -3.09
H -1.79 0.36 -0.61
H -0.88 -0.93 -1.22
H -4.78 -0.80 -2.09
H -4.06 0.54 -1.14
H -6.15 -1.07 0.08
H -4.94 0.03 0.85
H -4.66 -2.89 0.53
H -4.40 -1.90 2.00
H -2.26 -2.70 0.30
H -2.23 -1.04 0.90
H -2.06 -2.79 -2.14
H -3.54 -2.12 -2.98
H -5.00 -3.63 -1.71
H -3.69 -4.32 -0.78
H -2.51 -5.10 -3.04
H -4.08 -4.60 -3.81
H -3.92 -5.92 -2.50
As -2.76 2.16 2.01
F -3.19 1.61 0.44
F -4.33 1.71 2.47
F -2.30 2.66 3.60
F -1.18 2.40 1.44
F -3.29 3.73 1.60
F -2.22 0.41 2.39
As 3.30 2.95 -0.40
F 2.66 2.47 -1.91
F 2.56 4.47 -0.64
F 3.78 3.41 1.15
F 4.08 1.35 -0.20
F 4.75 3.48 -1.24
F 1.83 2.37 0.37